Entry 1:
62
Properties=species:S:1:pos:R:3:forces:R:3 method="wB97M-V/def2-TZVPD" relative_energy_ev=1.9094 e_homo_ev="-4.31 / -4.26" e_tot_ha=-2366.96040 spin_multiplicity=3 orbital_gap_ev="6.66 / 4.77" total_charge=-1
Au -0.237810 -0.201579 -0.223840 0.7 0.7 0.6
C -0.405145 4.315066 -0.317800 -0.1 0.0 0.0
C -1.501024 3.702912 -1.141291 0.0 -0.1 0.1
C -2.084999 4.449176 -2.157010 0.0 0.0 0.0
C -3.063450 3.912421 -2.973576 0.0 0.0 0.0
C -3.448763 2.595559 -2.788679 0.0 0.1 -0.1
C -2.898042 1.817599 -1.779719 0.1 0.0 0.2
C -3.333155 0.391708 -1.617686 0.0 0.1 0.1
C -1.941185 2.382467 -0.913670 -0.1 0.3 -0.3
N -1.355180 1.611100 0.108731 0.3 -0.4 -0.4
C -1.325961 2.061130 1.382436 -0.3 0.1 -0.2
O -1.976836 2.991613 1.848400 0.2 -0.1 0.0
C -0.383561 1.288161 2.281229 0.0 0.2 0.1
C -0.416279 1.309404 3.664505 0.1 0.1 0.0
C 0.453368 0.467947 4.351001 0.0 0.0 -0.1
C 1.281889 -0.406961 3.656644 0.0 0.1 0.0
C 1.257183 -0.365064 2.272891 0.2 0.0 0.1
N 0.503008 0.529340 1.658991 -0.4 -0.3 0.0
C 2.011464 -1.325315 1.376939 0.0 -0.4 -0.2
O 2.875964 -2.041330 1.871506 0.0 0.2 0.0
N 1.600139 -1.310244 0.087148 -0.4 0.4 -0.3
C 2.356336 -1.919256 -0.928495 0.3 -0.2 -0.3
C 1.715074 -2.735425 -1.885446 0.0 0.0 0.2
C 0.234121 -2.973587 -1.832858 0.1 0.0 0.1
C 2.462028 -3.340860 -2.885132 0.0 0.0 -0.1
C 3.828983 -3.146616 -2.980931 0.0 0.0 0.0
C 4.446825 -2.291229 -2.089024 0.0 0.0 0.0
C 3.736999 -1.651657 -1.079022 -0.2 0.0 0.1
C 4.475171 -0.683665 -0.200804 -0.1 0.0 0.1
H 0.000250 5.195839 -0.816080 0.0 0.0 0.0
H 0.402014 3.597600 -0.151497 0.0 0.0 0.0
H -0.784547 4.606503 0.662396 0.0 0.0 0.0
H -1.755728 5.471005 -2.310947 0.0 0.0 0.0
H -3.511963 4.512833 -3.755623 0.0 0.0 0.0
H -4.201290 2.160582 -3.436820 0.0 0.0 0.0
H -4.044091 0.108295 -2.393498 0.0 0.0 0.0
H -3.783478 0.233809 -0.639178 0.0 -0.1 0.0
H -2.472234 -0.284861 -1.670486 -0.1 -0.1 0.0
H -1.126053 1.953276 4.163696 0.0 0.0 0.0
H 0.459397 0.468432 5.433404 0.0 0.0 0.0
H 1.918375 -1.130282 4.145585 0.0 0.0 0.0
H -0.051756 -3.498522 -0.922253 -0.1 0.1 0.0
H -0.101798 -3.549436 -2.694727 0.0 0.0 0.0
H -0.310467 -2.016947 -1.825122 -0.1 -0.1 -0.1
H 1.959443 -3.985998 -3.597092 0.0 0.0 0.0
H 4.402726 -3.638144 -3.757003 0.0 0.0 0.0
H 5.509781 -2.095840 -2.179717 0.0 0.0 0.0
H 5.381643 -0.336912 -0.697980 0.0 0.0 0.0
H 4.743640 -1.157541 0.742948 0.0 0.0 0.1
H 3.853409 0.180346 0.044895 0.0 0.0 0.0
S -2.688776 -0.925060 1.603103 -0.1 0.0 0.1
C -3.289565 -2.391304 0.887029 0.0 -0.1 0.0
C -4.552309 -2.633761 0.357314 0.1 0.0 0.0
C -4.828907 -3.887934 -0.171276 -0.1 0.0 0.0
C -3.855203 -4.882925 -0.190297 -0.1 -0.1 -0.1
C -2.587388 -4.642376 0.321943 0.0 0.1 0.0
C -2.310167 -3.395239 0.871963 -0.1 0.0 0.0
S -0.817778 -2.852054 1.573721 0.0 -0.2 0.2
H -5.304485 -1.854063 0.366005 0.0 0.0 0.0
H -5.814798 -4.095222 -0.570998 0.0 0.0 0.0
H -4.091360 -5.853619 -0.610624 0.0 0.0 0.0
H -1.819996 -5.407193 0.306679 0.0 0.0 0.0

=====

Entry 2:
72
Properties=species:S:1:pos:R:3:forces:R:3 method="wB97M-V/def2-TZVPD" relative_energy_ev=0.7501 e_homo_ev="-8.16 / -8.13" e_tot_ha=-3981.39551 spin_multiplicity=2 orbital_gap_ev="7.42 / 6.63" total_charge=0
Re 0.029948 -0.598902 1.334360 -0.4 2.3 0.5
N -0.958183 1.369670 1.037010 -0.2 -0.1 0.1
C -1.418156 1.719401 -0.294114 0.2 0.1 -0.1
C -1.230504 2.980936 -0.834784 0.0 -0.1 0.0
C -1.691388 3.212113 -2.123321 0.0 0.0 0.0
C -2.327424 2.211643 -2.848412 0.0 0.0 0.0
C -2.501285 0.953098 -2.294907 0.0 0.0 0.0
C -2.027427 0.708885 -1.013113 -0.1 0.0 0.0
P -2.078325 -0.808615 -0.041764 0.2 -0.6 -0.2
C -2.058015 -2.188777 -1.200418 0.1 0.1 -0.1
C -2.758228 -3.368748 -0.959036 0.0 0.0 0.0
C -2.606428 -4.446831 -1.814913 0.0 0.0 0.0
C -1.743752 -4.358964 -2.899887 0.0 0.0 0.0
C -1.025663 -3.194480 -3.127509 0.0 0.0 0.0
C -1.180242 -2.108174 -2.280229 0.0 0.0 0.0
C -3.756787 -0.770141 0.670871 0.0 0.0 0.0
C -4.827680 -1.063251 -0.178656 0.0 0.0 -0.1
C -6.131815 -0.905941 0.255979 0.0 0.0 0.0
C -6.388664 -0.444418 1.540831 0.0 0.0 0.0
C -5.334071 -0.144410 2.386590 0.0 0.0 0.0
C -4.024032 -0.305451 1.954193 0.0 -0.1 0.1
H -0.295068 2.101916 1.342974 0.0 0.0 0.1
H -1.749419 1.390301 1.679927 0.1 0.1 0.0
H -0.721540 3.750842 -0.272346 0.0 0.0 0.0
H -1.545252 4.187452 -2.568943 0.0 0.0 0.0
H -2.679253 2.413725 -3.851332 0.0 0.0 0.0
H -2.973423 0.160708 -2.862063 0.0 0.0 0.0
H -3.407094 -3.455686 -0.096314 0.0 0.0 0.0
H -3.150573 -5.362347 -1.623693 0.0 0.0 0.0
H -1.621135 -5.207186 -3.561091 0.0 0.0 0.0
H -0.329566 -3.128895 -3.952897 0.0 0.0 0.0
H -0.590691 -1.216284 -2.449297 0.0 0.0 0.0
H -4.644026 -1.415001 -1.186229 0.0 0.0 0.0
H -6.949968 -1.145118 -0.410795 0.0 0.0 0.0
H -7.409017 -0.323003 1.880360 0.0 0.0 0.0
H -5.521835 0.207435 3.392360 0.0 0.0 0.0
H -3.218516 -0.109740 2.647793 0.0 0.0 0.0
S -1.953193 -3.761371 3.935517 0.0 0.1 0.0
C -1.220705 -2.634747 3.041753 0.2 -0.1 -0.2
S -0.934163 -0.930931 3.392508 -0.1 0.1 0.1
S -0.453797 -2.832997 1.448548 -0.2 -0.7 0.3
N 5.889621 2.959122 -2.712933 0.0 0.1 0.0
C 5.012589 2.859332 -1.654273 0.0 -0.1 0.0
C 5.462042 3.020382 -0.339929 0.0 0.0 0.0
C 4.577059 2.944881 0.716830 0.0 -0.1 0.0
C 3.231004 2.715094 0.470769 0.0 0.0 -0.1
C 2.769375 2.554756 -0.831841 0.0 0.0 0.0
C 3.651101 2.626852 -1.885339 0.0 0.0 0.0
S 2.114075 2.612287 1.804433 -0.2 -0.1 0.0
O 0.887368 3.294344 1.417322 0.0 0.1 0.0
O 2.771659 3.032986 3.001499 -0.1 0.0 0.0
N 1.636263 1.049565 1.913709 -0.1 -0.1 0.0
C 2.517256 0.124132 2.307756 0.2 -0.7 -0.1
N 1.897865 -1.084208 2.268584 0.2 -0.3 -0.4
C 2.544895 -2.178061 2.659761 0.0 0.1 -0.1
C 3.847645 -2.074068 3.087239 0.0 0.1 0.0
C 4.430755 -0.807375 3.021454 0.0 -0.1 0.0
N 3.796786 0.288229 2.635613 -0.1 0.0 0.1
H 6.869700 2.865051 -2.513454 0.0 0.0 0.0
H 5.599624 2.564667 -3.590326 0.0 0.0 0.0
H 6.514524 3.195491 -0.151632 0.0 0.0 0.0
H 4.919674 3.050264 1.736690 0.0 0.0 0.0
H 1.722733 2.350965 -1.020644 0.0 0.0 0.0
H 3.294058 2.479875 -2.897325 0.0 0.0 0.0
H 1.998380 -3.110487 2.598380 0.0 0.0 0.0
H 4.404552 -2.936905 3.416336 0.0 0.0 0.0
H 5.475686 -0.679653 3.284538 0.0 0.0 0.0
F 1.709851 -2.286439 -0.740725 0.0 0.1 0.0
B 1.980582 -1.020094 -1.228104 0.0 0.0 0.0
F 0.899948 -0.110778 -0.619590 0.1 -0.4 0.0
F 1.805855 -0.911034 -2.587161 0.0 0.0 0.0
F 3.173831 -0.526891 -0.763146 0.0 0.0 0.0

=====

Entry 3:
68
Properties=species:S:1:pos:R:3:forces:R:3 method="wB97M-V/def2-TZVPD" relative_energy_ev=22.3623 e_homo_ev="-10.86 / -10.99" e_tot_ha=-9303.52050 orbital_gap_ev="5.96 / 6.63" total_charge=+1
Y -1.044497 -0.026838 -0.332527 -0.2 0.1 0.0
C 0.524356 1.184267 -3.969772 0.0 0.0 0.0
C -0.759844 1.247767 -3.201952 0.0 0.0 0.0
C -1.749854 0.274629 -3.370572 -0.1 -0.1 0.0
C -2.942662 0.325350 -2.660740 0.0 -0.1 0.0
C -3.176985 1.348332 -1.745906 -0.1 0.1 0.1
C -2.211230 2.332267 -1.577282 -0.2 0.1 0.2
C -1.017056 2.275289 -2.293812 0.1 0.0 0.1
H 1.170234 2.025799 -3.725140 0.0 0.0 0.0
H 0.322710 1.202997 -5.041782 0.0 0.0 0.0
H 1.059175 0.259978 -3.744056 0.0 0.0 0.0
H -1.571821 -0.544371 -4.056544 0.0 0.0 0.0
H -3.695234 -0.436973 -2.804559 0.0 0.0 0.0
H -4.109345 1.390732 -1.197695 0.0 0.0 0.0
H -2.405699 3.160509 -0.908534 0.0 0.0 0.0
H -0.285637 3.061166 -2.163586 0.0 0.0 0.0
Br 1.853614 -3.140886 1.845832 0.2 0.1 0.2
C 3.197509 -2.438802 3.055897 -0.1 0.1 0.1
Br 2.464235 -1.723941 4.709132 0.1 -0.2 -0.4
H 3.729680 -1.640768 2.554853 -0.2 0.1 -0.1
H 3.876690 -3.243299 3.305918 -0.1 -0.1 0.1
C 1.297206 1.263900 1.043107 0.3 -0.3 -2.3
P 1.635441 2.762678 0.107952 -0.8 1.4 1.1
C 0.196528 3.956284 0.351957 0.0 -0.3 -0.2
C 2.868471 3.879632 0.906545 0.2 -0.6 0.2
C 2.762031 4.249966 2.248986 0.0 0.0 0.0
C 3.703241 5.087739 2.819397 0.0 0.0 0.0
C 4.762279 5.563700 2.053291 0.0 0.0 0.0
C 4.880512 5.190221 0.724514 0.0 0.1 0.0
C 3.941866 4.339120 0.155504 0.0 0.0 -0.1
H -1.123888 1.521140 1.316896 -0.4 0.3 -1.1
H 0.066853 1.675371 3.387302 0.0 0.2 0.5
H 0.034304 -0.672509 1.202866 0.2 -0.4 0.1
H 0.392060 4.590381 1.214522 0.0 -0.1 0.0
H -0.730071 3.399515 0.516838 0.1 0.2 -0.1
H 0.101157 4.609497 -0.515933 0.0 0.0 0.0
H 1.942584 3.880316 2.855306 0.0 0.0 0.0
H 3.616276 5.371061 3.859885 0.0 0.0 0.0
H 5.496659 6.221253 2.498730 0.0 0.0 0.0
H 5.707095 5.553596 0.129116 0.0 0.0 0.0
H 4.046841 4.037255 -0.879963 0.0 0.0 0.0
O 1.730763 -1.939844 -3.053482 -0.1 0.0 -0.1
C 0.817653 -2.052065 -2.268864 0.3 0.0 0.2
O 0.313242 -1.062972 -1.575812 -0.3 -0.4 0.1
C 0.196147 -3.407570 -2.020641 0.0 -0.1 0.0
C 0.642276 -4.497376 -2.651079 0.0 0.0 0.0
C 0.020641 -5.797699 -2.451749 0.0 0.0 0.0
C -0.912064 -6.004050 -1.512206 0.0 -0.2 0.0
C -1.294544 -4.891933 -0.661920 0.0 0.5 -0.1
C -0.973753 -3.504876 -1.110317 -0.1 0.0 -0.1
N -1.993458 -5.151679 0.399529 0.0 -0.2 -0.6
O -2.478063 -6.116440 0.869341 -0.1 0.0 0.3
O -2.114398 -3.868193 1.490341 0.1 -0.3 0.6
H 1.475042 -4.394076 -3.334110 0.0 0.0 0.0
H 0.353101 -6.627469 -3.060426 0.0 0.0 0.0
H -1.342292 -6.976808 -1.321667 0.0 0.0 0.0
H -0.847252 -2.832677 -0.268162 -0.1 0.0 0.0
Cl 0.155164 0.636935 2.605342 0.5 -0.5 3.2
C -1.803960 -0.234307 2.467579 0.1 1.2 -0.5
C -2.757366 -1.587798 0.674363 -0.6 0.2 0.2
C -2.590555 -2.740845 1.198754 0.6 -0.1 -0.4
Cl -2.434531 -2.887955 -2.093722 0.3 -0.3 0.2
C -3.851157 -1.843698 1.797524 -0.3 0.7 0.1
Cl -5.438061 -2.269999 1.221769 -0.1 -0.2 0.0
C -3.751087 -1.314635 3.080453 0.9 0.4 0.4
Cl -4.992199 -1.534482 4.214525 0.1 0.2 -0.2
C -2.566919 -0.466914 3.546346 -0.9 -1.6 -2.0
Cl -2.388145 -0.003878 5.144285 0.2 0.2 0.7